1.
Density functional theory data (ωB97M-V/def2-TZVPD) for C26H26N5SV as an isolated structure.

**Multiplicity**: 2
**Highest occupied orbital energy (spin up / spin down)**: -0.2800 / -0.2800 hartree
**ΔE to the lowest compared entry with this formula, charge and spin**: 158.7 kcal/mol
**Expectation value of S²**: 0.76
**E**: -71347.161 eV
**F_max**: 0.615 eV/A
**M**: 491.540 g/mol
**Frontier orbital gap (spin up / spin down)**: 0.15926 / 0.15768 Ha
**Total charge**: +1

Each line ends with the Löwdin spin population.
Geometry (Å):
V1 0.024 -0.125 0.075  0.954
C1 0.465 -2.614 1.638  0.003
N1 1.243 -1.389 1.438  0.004
C2 1.412 -0.626 2.680  0.004
C3 1.641 0.836 2.396  0.001
C4 2.357 1.652 3.252  0.000
C5 2.474 3.002 2.951  -0.002
C6 1.876 3.494 1.803  0.000
C7 1.186 2.614 0.989  0.000
N2 1.082 1.310 1.271  0.005
C8 2.522 -1.634 0.764  0.000
C9 2.316 -1.899 -0.704  0.003
C10 3.072 -2.827 -1.394  0.000
C11 2.846 -2.995 -2.754  0.001
C12 1.849 -2.255 -3.369  0.000
C13 1.103 -1.382 -2.599  0.001
N3 1.334 -1.198 -1.294  0.003
C14 -0.999 -2.292 1.815  0.007
C15 -1.884 -3.208 2.359  -0.001
C16 -3.216 -2.849 2.480  0.005
C17 -3.626 -1.593 2.049  -0.001
C18 -2.691 -0.750 1.486  0.003
N4 -1.397 -1.091 1.373  0.000
H1 0.831 -3.205 2.487  0.000
H2 0.590 -3.230 0.742  0.000
H3 2.238 -1.024 3.282  0.000
H4 0.498 -0.731 3.269  0.000
H5 2.810 1.240 4.143  0.000
H6 3.025 3.660 3.609  0.000
H7 1.935 4.538 1.536  0.000
H8 0.692 2.952 0.086  0.000
H9 3.067 -2.468 1.220  0.000
H10 3.133 -0.735 0.879  0.000
H11 3.831 -3.401 -0.881  0.000
H12 3.433 -3.704 -3.321  0.000
H13 1.634 -2.362 -4.423  0.000
H14 0.286 -0.810 -3.024  0.000
H15 -1.534 -4.179 2.682  0.000
H16 -3.933 -3.539 2.905  0.000
H17 -4.657 -1.280 2.129  0.000
H18 -2.966 0.222 1.095  0.000
C19 0.505 2.271 -2.864  0.000
C20 -0.872 2.060 -2.323  -0.001
C21 -2.084 1.479 -3.087  0.000
C22 -2.346 0.529 -1.903  0.004
C23 -3.267 1.554 -1.207  0.000
C24 -2.026 2.130 -0.491  0.005
C25 -1.751 3.127 -1.631  0.000
H19 0.484 3.117 -3.553  0.000
H20 0.872 1.406 -3.422  0.000
H21 1.225 2.509 -2.075  0.000
H22 -2.112 1.227 -4.142  0.000
H23 -2.478 -0.553 -1.945  0.000
H24 -4.245 1.368 -0.777  0.000
H25 -1.901 2.312 0.579  0.000
H26 -1.518 4.182 -1.530  0.000
S1 -4.240 3.512 -3.189  0.000
C26 -3.029 2.573 -2.411  0.000
N5 -1.115 1.072 -1.149  0.000

2.
Density functional theory data (ωB97M-V/def2-TZVPD) for C26H26N6NiO3S as an isolated structure.

**Multiplicity**: 3
**Highest occupied orbital energy (spin up / spin down)**: -0.2854 / -0.2842 hartree
**Expectation value of S²**: 2.01
**E**: -94346.766 eV
**F_max**: 0.165 eV/A
**M**: 561.293 g/mol
**Frontier orbital gap (spin up / spin down)**: 0.28076 / 0.28064 Ha

Each line ends with the Löwdin spin population.
Geometry (Å):
Ni1 0.531 -0.439 -0.798  1.706
N1 -3.525 -1.830 -1.519  0.005
C1 -2.237 -1.531 -1.193  0.009
S1 -1.449 -0.327 -2.144  0.063
N2 -1.769 -2.208 -0.159  0.008
N3 -0.508 -1.855 0.172  0.058
C2 0.099 -2.481 1.115  -0.001
C3 -0.496 -3.611 1.868  0.001
C4 -0.050 -4.908 1.638  0.000
C5 -0.597 -5.969 2.344  0.000
C6 -1.588 -5.738 3.287  0.000
C7 -2.037 -4.445 3.517  0.000
C8 -1.495 -3.384 2.808  0.000
C9 1.476 -2.020 1.412  0.003
C10 2.285 -2.637 2.357  0.000
C11 3.574 -2.163 2.543  -0.002
C12 4.021 -1.093 1.787  0.000
C13 3.148 -0.524 0.875  0.003
N4 1.909 -0.966 0.705  0.042
H1 -3.839 -1.565 -2.436  0.002
H2 -3.899 -2.675 -1.118  0.001
H3 0.721 -5.084 0.897  0.000
H4 -0.250 -6.976 2.155  0.000
H5 -2.013 -6.566 3.840  0.000
H6 -2.814 -4.263 4.248  0.000
H7 -1.853 -2.376 2.972  0.000
H8 1.910 -3.476 2.925  0.000
H9 4.225 -2.634 3.267  0.000
H10 5.025 -0.707 1.888  0.000
H11 3.449 0.309 0.250  0.001
O1 4.375 -0.021 -4.882  0.000
C14 3.813 0.944 -4.110  0.000
C15 3.968 2.289 -4.434  0.000
C16 3.373 3.280 -3.671  0.000
C17 2.596 2.931 -2.578  0.001
C18 2.439 1.588 -2.274  0.008
C19 3.043 0.570 -3.001  0.001
C20 2.910 -0.885 -2.559  0.006
O2 3.871 -1.625 -2.680  0.004
O3 1.771 -1.214 -2.061  0.040
H12 4.825 0.400 -5.621  0.000
H13 4.564 2.556 -5.301  0.000
H14 3.512 4.319 -3.939  0.000
H15 2.113 3.688 -1.974  0.000
H16 1.813 1.330 -1.424  0.004
N5 -0.135 1.245 0.277  0.018
C21 -1.088 1.835 0.562  0.013
N6 -2.195 2.470 0.835  0.004
C22 -2.284 3.427 1.940  0.000
C23 -2.555 4.823 1.396  0.000
C24 -3.774 4.817 0.475  0.000
C25 -3.602 3.806 -0.658  0.000
C26 -3.325 2.417 -0.104  0.001
H17 -1.357 3.383 2.509  0.000
H18 -3.100 3.108 2.595  0.000
H19 -1.676 5.164 0.842  0.000
H20 -2.703 5.512 2.230  0.000
H21 -3.942 5.815 0.068  0.000
H22 -4.665 4.559 1.057  0.000
H23 -2.769 4.105 -1.301  0.000
H24 -4.496 3.770 -1.283  0.000
H25 -3.083 1.693 -0.882  0.000
H26 -4.194 2.044 0.448  0.000

3.
Density functional theory data (ωB97M-V/def2-TZVPD) for C26H26N6OPtSSb as an isolated structure.

**Multiplicity**: 6
**Highest occupied orbital energy (spin up / spin down)**: -0.4404 / -0.5288 hartree
**ΔE to the lowest compared entry with this formula, charge and spin**: 5.8 kcal/mol
**Expectation value of S²**: 8.81
**E**: -58971.567 eV
**F_max**: 0.389 eV/A
**M**: 787.440 g/mol
**Frontier orbital gap (spin up / spin down)**: 0.23336 / 0.20718 Ha
**Total charge**: +2

Each line ends with the Löwdin spin population.
Geometry (Å):
Pt1 -0.119 -0.127 0.025  1.565
C1 2.099 1.456 -2.246  0.000
C2 0.669 1.563 -2.674  0.006
C3 0.349 2.231 -3.852  0.003
C4 -0.964 2.348 -4.256  -0.001
C5 -1.954 1.771 -3.473  0.019
C6 -1.589 1.106 -2.319  0.064
N1 -0.302 1.014 -1.918  0.087
Sb1 -3.035 0.087 -1.125  0.842
C7 -3.091 1.598 0.648  0.368
C8 -4.162 2.314 1.136  0.042
C9 -4.083 2.752 2.452  0.008
C10 -2.962 2.433 3.196  0.005
C11 -1.922 1.697 2.634  0.020
C12 -0.737 1.347 3.484  0.012
N2 -1.999 1.285 1.349  0.187
C13 -2.444 -1.924 -1.874  0.294
C14 -3.254 -2.819 -2.539  0.037
C15 -2.786 -4.116 -2.688  0.004
C16 -1.553 -4.440 -2.156  0.009
C17 -0.795 -3.480 -1.489  0.016
C18 0.538 -3.861 -0.923  0.006
N3 -1.250 -2.220 -1.348  0.182
H1 2.754 1.687 -3.084  0.000
H2 2.316 2.169 -1.450  0.000
H3 2.327 0.458 -1.880  0.000
H4 1.150 2.655 -4.442  0.001
H5 -1.217 2.871 -5.169  0.000
H6 -2.994 1.828 -3.767  0.010
H7 -5.024 2.519 0.517  0.004
H8 -4.889 3.323 2.894  0.002
H9 -2.883 2.742 4.230  0.001
H10 -0.537 2.147 4.196  0.001
H11 -0.948 0.446 4.067  0.003
H12 0.160 1.178 2.896  0.005
H13 -4.217 -2.515 -2.925  0.004
H14 -3.376 -4.862 -3.205  0.001
H15 -1.160 -5.443 -2.248  0.001
H16 0.803 -4.870 -1.228  0.001
H17 1.309 -3.177 -1.269  0.000
H18 0.508 -3.846 0.169  0.004
O1 1.874 -1.160 -0.379  0.248
N4 2.449 -1.651 0.680  0.088
C19 3.763 -1.960 0.593  -0.027
C20 4.421 -2.535 1.652  0.083
C21 3.734 -2.823 2.834  -0.030
C22 2.398 -2.521 2.912  0.063
C23 1.735 -1.914 1.831  0.042
S1 0.085 -1.511 1.911  0.589
H19 4.210 -1.726 -0.361  -0.001
H20 5.472 -2.766 1.545  0.005
H21 4.244 -3.282 3.669  -0.002
H22 1.819 -2.733 3.799  0.003
N5 0.546 2.861 0.799  0.006
C24 1.407 3.759 1.304  -0.001
C25 2.563 3.077 1.616  0.003
C26 2.304 1.751 1.256  0.004
N6 1.077 1.631 0.760  0.116
H23 -0.399 3.000 0.476  0.000
H24 1.142 4.798 1.401  0.000
H25 3.464 3.486 2.038  0.001
H26 2.952 0.893 1.316  -0.001

4.
Density functional theory data (ωB97M-V/def2-TZVPD) for C26H27BO6 as an isolated structure at a distorted geometry.

**Highest occupied orbital energy**: -0.1785 hartree
**ΔE to the lowest compared entry with this formula, charge and spin**: 109.3 kcal/mol
**E**: -40354.160 eV
**F_max**: 9.056 eV/A
**M**: 446.308 g/mol
**Frontier orbital gap**: 0.11734 Ha

Each line ends with the Mulliken charge.
Geometry (Å):
C1 -4.213 -4.041 -0.024  -1.481
C2 -3.180 -3.594 -0.938  0.095
C3 -3.014 -3.727 -2.291  -0.730
C4 -2.075 -2.723 -2.684  -0.078
C5 -1.716 -2.019 -1.562  1.260
B1 0.575 -2.409 -1.554  0.213
O1 0.796 -2.118 -0.225  -0.018
C6 2.212 -1.888 -0.161  -0.888
C7 2.797 -1.895 -1.640  1.262
C8 4.292 -1.616 -1.683  -1.533
C9 2.022 -0.885 -2.424  -0.314
O2 0.760 -1.110 -2.471  -0.104
C10 2.453 -3.297 -2.234  -0.878
O3 0.999 -3.519 -2.179  -0.427
O4 -2.291 -2.615 -0.510  -0.355
H1 -4.422 -5.093 -0.226  0.367
H2 -3.864 -3.907 0.999  0.328
H3 -5.168 -3.508 -0.173  0.257
H4 -3.473 -4.448 -2.959  0.428
H5 -1.670 -2.563 -3.684  0.500
H6 2.423 -0.926 0.344  0.460
H7 2.671 -2.723 0.400  0.370
H8 4.535 -0.890 -2.465  0.364
H9 4.636 -1.219 -0.730  0.379
H10 4.851 -2.537 -1.854  0.364
H11 -2.766 -0.356 -0.220  0.339
H12 2.486 -0.035 -2.886  0.412
H13 2.760 -3.324 -3.288  0.364
H14 2.949 -4.076 -1.634  0.415
C11 2.048 4.427 6.058  -0.836
O5 2.186 3.113 5.498  -0.420
C12 1.450 2.794 4.403  0.899
C13 1.688 1.505 3.871  -0.766
C14 0.878 1.018 2.860  -0.363
C15 -0.181 1.807 2.344  0.289
C16 -0.930 1.374 1.179  0.028
O6 -1.625 2.425 0.635  -0.558
C17 -1.892 2.361 -0.721  0.799
C18 -1.785 1.152 -1.405  0.027
C19 -1.489 1.177 -2.775  -0.500
C20 -1.422 2.407 -3.440  -0.953
C21 -1.642 3.600 -2.728  -0.205
C22 -1.930 3.598 -1.364  -0.871
C23 -1.736 -0.098 -0.597  1.311
C24 -0.884 0.149 0.552  -1.205
C25 -0.387 3.108 2.869  -0.873
C26 0.436 3.618 3.856  -0.460
H15 2.786 4.415 6.855  0.242
H16 2.273 5.202 5.317  0.338
H17 1.047 4.592 6.470  0.334
H18 2.477 0.903 4.318  0.376
H19 1.019 0.033 2.403  0.243
H20 -1.282 0.213 -3.270  0.424
H21 -1.177 2.381 -4.507  0.375
H22 -1.537 4.535 -3.264  0.362
H23 -2.061 4.519 -0.792  0.412
H24 -1.278 -0.914 -1.480  -1.475
H25 -0.493 -0.717 1.073  0.896
H26 -1.186 3.740 2.491  0.412
H27 0.265 4.622 4.247  0.351